Formula: C15H30BF4NOP2Pd
Source: the Open Molecules 2025 dataset
Level of theory: ωB97M-V/def2-TZVPD

Last column: Mulliken charge in e.
Atoms and positions in Å:
Pd 0.1665 0.5281 -0.3627  0.006
P -1.0408 1.4286 1.4221  1.713
P 1.2195 -1.2193 -1.5882  1.613
N -1.2994 -0.6189 -0.4288  -0.624
H 0.8212 1.3499 0.6450  -0.231
C -1.5803 3.1276 1.0395  -1.271
H -2.0058 3.6053 1.9312  0.403
H -2.3418 3.1000 0.2484  0.305
H -0.7231 3.7106 0.6914  0.256
C -0.1840 1.5544 3.0029  -1.460
H -0.7599 2.1460 3.7296  0.471
H 0.8083 1.9763 2.8247  0.398
H -0.0165 0.5357 3.3726  0.300
C -2.6247 0.6493 1.9369  -1.283
H -3.0281 1.1303 2.8385  0.484
H -2.4541 -0.4102 2.1553  0.292
H -3.3727 0.7094 1.1354  0.364
C 1.5601 -0.8892 -3.3258  -1.404
H 1.8995 -1.8282 -3.8112  0.412
H 2.3321 -0.1021 -3.4029  0.348
H 0.6379 -0.5255 -3.8146  0.300
C 2.7729 -1.7461 -0.8521  -1.181
H 3.1506 -2.6272 -1.3948  0.485
H 2.6200 -1.9717 0.2139  0.219
H 3.5021 -0.9311 -0.8945  0.222
C 0.2890 -2.7632 -1.6722  -1.188
H 0.9247 -3.5425 -2.1157  0.513
H -0.6131 -2.6294 -2.2788  0.334
H -0.0130 -3.0754 -0.6635  0.263
C -2.4369 -1.1887 -0.7382  -0.390
C -4.5799 -1.2216 -2.0953  -0.578
C -3.3817 -0.6194 -1.7842  -0.377
C -2.9530 -2.4284 -0.1179  0.412
C -4.1447 -3.0403 -0.4298  -0.666
C -4.9552 -2.4102 -1.4358  -0.197
H -5.2173 -0.7059 -2.8954  0.291
H -2.9661 0.3132 -2.2290  0.378
H -2.2205 -2.8192 0.6632  0.322
H -4.4303 -3.9775 0.0906  0.371
H -5.8742 -2.8721 -1.6881  0.421
C 2.4750 2.0994 -0.6717  0.998
O 1.9669 1.4254 -1.6280  -0.649
C 2.0930 3.5802 -0.5450  -1.066
H 2.6442 4.0421 0.3080  0.326
H 1.0499 3.8690 -0.4164  0.173
H 2.5101 3.9057 -1.5165  0.344
C 3.5716 1.5490 0.1748  -0.915
H 4.2390 1.3093 -0.6443  0.365
H 3.3818 0.6543 0.7535  -0.069
H 3.9313 2.3299 0.8543  0.431
F 1.3473 -1.2138 2.1746  -0.236
B 2.5134 -0.9865 3.0019  0.412
F 2.6368 0.4295 3.2166  -0.405
F 2.3181 -1.6478 4.2575  -0.352
F 3.6220 -1.4953 2.2654  -0.401

Its energy above the lowest of the compared OMol25 structures with the same formula, charge and spin is 0.0 kcal per mole. The total energy comes out at -53182.79887 eV. Its molar mass is 495.58 g mol⁻¹. As for the multiplicity: 5. The HOMO-LUMO gap (spin up / spin down) is 0.200 / 0.261 hartree. The LUMO energy (spin up / spin down) is 0.27 / -2.11 eV.


Formula: C15H30ClFN2O2Si
Source: the Open Molecules 2025 dataset
Level of theory: ωB97M-V/def2-TZVPD

Last column: Mulliken charge in e.
Atoms and positions in Å:
C 1.8960 4.6185 2.2027  -1.363
C 2.0168 5.9837 1.5369  1.661
C 0.6629 6.6102 1.3435  0.323
O -0.4061 6.3589 2.0015  -0.442
Si -1.9657 7.2883 1.7887  0.294
C -3.0623 6.1581 2.7649  -1.003
C -1.8352 9.0199 2.4692  -0.983
C -2.2491 7.2203 -0.0418  -1.002
O 0.6560 7.4898 0.3819  -0.393
C 2.1189 7.4690 -0.2955  -0.363
C 2.7609 6.2331 0.2067  -0.924
H 2.8274 4.0352 2.0162  0.394
H 1.6289 4.7316 3.2710  0.170
H 1.1122 4.0406 1.6943  0.404
H -4.1236 6.4319 2.6841  0.379
H -2.9514 5.1316 2.3898  0.325
H -2.7964 6.1534 3.8301  0.326
H -2.7767 9.5682 2.2970  0.399
H -1.6499 9.0400 3.5530  0.275
H -1.0367 9.5972 1.9812  0.350
H -3.3264 7.2442 -0.2604  0.405
H -1.7818 8.0646 -0.5630  0.295
H -1.8451 6.2890 -0.4607  0.347
H 1.9526 7.5840 -1.3778  0.378
H 2.5233 8.3385 0.1966  0.257
H 3.8159 6.4537 0.4742  0.363
H 2.8044 5.4859 -0.5779  0.400
Cl 4.4003 7.3698 9.7475  -0.084
C 3.0331 8.2535 8.9931  -0.431
N 2.8187 7.8464 7.5986  -0.108
C 4.0087 8.1588 6.6886  -0.681
C 3.6606 7.7656 5.2729  -0.606
N 2.2659 7.2697 5.2402  0.033
F 2.7426 6.8745 2.2574  -0.261
C 1.3399 8.3061 5.6279  -0.422
C 1.6412 8.6666 7.0749  -0.822
C 2.1517 6.0463 5.9992  -0.612
C 2.4418 6.3644 7.4525  -0.815
H 2.1321 8.0270 9.5685  0.396
H 3.2709 9.3200 9.0229  0.399
H 4.2115 9.2330 6.7773  0.366
H 4.8705 7.6155 7.0796  0.401
H 3.7268 8.6527 4.6128  0.411
H 4.3245 6.9541 4.9197  0.384
H 1.5103 9.1864 4.9780  0.414
H 0.3055 7.9253 5.5387  0.307
H 0.7889 8.4571 7.7282  0.439
H 1.9118 9.7209 7.1861  0.384
H 1.1205 5.6550 5.8883  0.405
H 2.8944 5.3272 5.5957  0.441
H 3.2771 5.7848 7.8480  0.413
H 1.5584 6.1998 8.0797  0.381

Its energy above the lowest of the compared OMol25 structures with the same formula, charge and spin is 0.0 kcal per mole. The total energy comes out at -46220.46662 eV. The charge is +2. Its molar mass is 352.95 g mol⁻¹. As for the multiplicity: 1. The HOMO-LUMO gap is 0.340 hartree. The LUMO energy is -5.88 eV.


Formula: C15H30CoI2O15
Source: the Open Molecules 2025 dataset
Level of theory: ωB97M-V/def2-TZVPD

Last column: Mulliken charge in e.
Atoms and positions in Å:
Co 0.0880 0.0561 -0.0524  -0.004
I -1.4877 2.3673 0.5675  -0.524
I 1.5914 -2.2325 -0.5184  -0.603
C -1.4581 -3.7375 1.4191  -0.223
O -1.9454 -2.9086 2.5167  -0.423
C -1.7991 -1.5557 2.5235  0.226
O -1.3228 -0.9068 1.5398  0.712
O -2.3253 -1.0922 3.6696  -0.418
C -2.2821 0.3073 3.9662  -0.309
H -0.3697 -3.7952 1.4111  0.209
H -1.6553 -3.4526 0.3856  -0.114
H -1.8087 -4.7691 1.4501  0.333
H -1.2983 0.7483 3.8061  -0.029
H -2.5972 0.4229 5.0033  0.259
H -2.9209 0.8636 3.2803  0.244
C -4.4700 -0.4398 -0.2732  -0.365
O -3.9768 -1.5424 -1.0401  -0.400
C -2.6853 -1.7211 -1.3682  0.373
O -1.7007 -1.0697 -0.9527  0.118
O -2.7180 -2.6719 -2.2938  -0.406
C -1.5588 -3.1823 -3.0080  -0.371
H -4.0212 0.4212 -0.7686  0.255
H -4.1108 -0.5282 0.7521  0.050
H -5.5533 -0.3190 -0.2703  0.256
H -1.0613 -2.4606 -3.6559  0.087
H -1.8706 -4.0726 -3.5540  0.286
H -0.8396 -3.5890 -2.2970  0.146
C 1.7257 -1.9080 3.8023  -0.332
O 2.1742 -0.5605 4.0683  -0.422
C 1.6803 0.4605 3.2437  0.495
O 1.1191 0.2671 2.1569  0.146
O 1.8627 1.5496 3.8912  -0.437
C 1.4043 2.7871 3.3743  -0.323
H 0.6366 -1.9477 3.8205  0.022
H 2.0235 -2.5513 4.6303  0.305
H 1.9775 -2.2292 2.7915  0.157
H 0.3187 2.7180 3.3042  0.175
H 1.9097 3.0330 2.4404  0.087
H 1.6029 3.5264 4.1503  0.265
C -1.7140 0.2243 -5.3100  -0.792
O -1.3833 0.4018 -3.9173  -0.229
C -0.1928 0.7104 -3.3980  0.353
O 0.0181 0.6387 -2.1886  0.271
O 0.7151 1.0329 -4.3427  -0.410
C 2.0392 1.3848 -3.9997  -0.312
H -1.2070 0.8749 -6.0226  0.331
H -2.7724 0.3673 -5.5274  0.267
H -1.4558 -0.8072 -5.5498  0.305
H 2.0005 2.0364 -3.1268  -0.066
H 2.5739 1.9162 -4.7870  0.306
H 2.6273 0.5001 -3.7557  0.263
C 4.5035 0.3265 0.1658  -0.434
O 4.1889 1.6839 -0.0674  -0.420
C 2.9517 2.1345 -0.2340  0.599
O 1.9223 1.4174 -0.2035  0.141
O 2.9861 3.4754 -0.3429  -0.426
C 1.8121 4.2582 -0.4299  -0.260
H 4.2319 -0.1492 -0.7765  0.284
H 3.9620 -0.2506 0.9154  0.083
H 5.5461 0.1676 0.4410  0.236
H 1.3269 3.9609 -1.3596  0.117
H 1.8904 5.3423 -0.5111  0.252
H 1.1519 4.0676 0.4162  0.038

The total energy comes out at -100582.52049 eV. Its molar mass is 763.13 g mol⁻¹. As for the multiplicity: 4. The HOMO-LUMO gap (spin up / spin down) is 0.295 / 0.294 hartree. The LUMO energy (spin up / spin down) is 0.47 / 0.47 eV.


Formula: C15H30F3N3O3P
Source: the Open Molecules 2025 dataset
Level of theory: ωB97M-V/def2-TZVPD

Last column: Mulliken charge in e.
Atoms and positions in Å:
C -1.3547 2.9324 1.0702  -0.954
N -1.8913 3.1396 -0.2922  -0.300
C -1.0985 2.4255 -1.2912  -0.777
P -1.9218 0.7896 -1.6100  0.254
C -0.5989 -0.4702 -1.2547  -1.022
O 0.3334 -0.3334 -2.2910  -0.310
O 0.2867 -1.5378 -3.0060  -0.385
C -3.3942 0.6230 -0.5720  -0.621
C -3.9526 -0.8184 -0.4793  -0.093
C -3.2972 -1.5900 0.6880  -1.273
O -3.9451 -1.5283 -1.6925  -0.528
C -2.3006 0.7499 -3.4476  0.841
F -3.4482 1.3143 -3.6318  -0.243
F -2.2826 -0.4387 -3.9479  -0.166
F -1.4263 1.4633 -4.0905  -0.224
H -2.1902 2.9069 1.7629  0.349
H -0.8962 1.9468 1.0885  0.209
H -0.6029 3.6636 1.3520  0.389
H -1.8925 4.1219 -0.5259  0.322
H -1.0087 3.0091 -2.2023  0.540
H -0.0884 2.2442 -0.9141  0.395
H -0.9930 -1.4803 -1.1942  0.878
H -0.0909 -0.1785 -0.3382  0.429
H 0.6509 -1.3626 -3.8874  0.340
H -4.1652 1.2798 -0.9685  0.488
H -3.1348 0.9759 0.4228  0.394
H -4.9953 -0.7115 -0.2097  0.531
H -3.2400 -2.6514 0.4798  0.335
H -2.3238 -1.1667 0.9364  0.278
H -3.9266 -1.4666 1.5631  0.403
H -3.0539 -1.6426 -2.0415  0.394
C 2.7308 3.4805 3.9937  -1.175
C 1.7765 2.3038 4.1677  -0.369
C 2.1200 1.1168 3.2596  -0.409
C 2.0486 1.5092 1.8447  0.287
N 2.0037 1.8175 0.7467  -0.491
H 2.6880 3.8862 2.9813  0.339
H 2.4688 4.2865 4.6782  0.347
H 3.7605 3.1841 4.1997  0.320
H 0.7551 2.6365 3.9658  0.229
H 1.8038 1.9689 5.2052  0.327
H 1.4232 0.2948 3.4269  0.271
H 3.1259 0.7519 3.4689  0.364
C 3.8897 -4.6335 -1.2432  -1.304
C 2.8520 -3.6386 -1.7508  -0.456
C 2.5141 -2.5534 -0.7232  0.624
C 1.9531 -3.1496 0.4969  0.208
N 1.5028 -3.6121 1.4370  -0.494
H 3.5269 -5.1802 -0.3718  0.354
H 4.1216 -5.3675 -2.0143  0.365
H 4.8172 -4.1277 -0.9684  0.325
H 1.9428 -4.1774 -2.0260  0.278
H 3.2277 -3.1588 -2.6569  0.360
H 1.7830 -1.8618 -1.1335  -0.529
H 3.4072 -1.9849 -0.4595  0.355

The total energy comes out at -44085.21917 eV. The charge is +1. Its molar mass is 388.39 g mol⁻¹. As for the multiplicity: 1. The HOMO-LUMO gap is 0.391 hartree. The LUMO energy is -2.45 eV.


Formula: C15H30F9Na4O15S3
Source: the Open Molecules 2025 dataset
Level of theory: ωB97M-V/def2-TZVPD

Last column: Mulliken charge in e.
Atoms and positions in Å:
Na -1.9108 3.7761 1.6078  0.888
Na 0.3052 4.3021 4.0456  1.038
Na -4.2075 1.5498 4.5885  0.995
Na 1.6953 -0.6325 4.9696  1.036
C -1.7334 1.7859 7.6218  0.481
F -2.5956 1.4018 6.6245  -0.208
F -2.1036 2.9796 8.0697  -0.212
F -1.8582 0.8973 8.5865  -0.190
S 0.0331 1.9175 6.9174  1.008
O -0.0319 2.9016 5.8651  -0.693
O 0.8411 2.3287 8.0273  -0.569
O 0.3195 0.5444 6.4923  -0.719
C 1.2257 4.2864 -0.1446  0.633
F 1.6066 3.1545 0.4581  -0.191
F 2.0833 4.5648 -1.1098  -0.218
F 0.0049 4.1160 -0.7068  -0.232
S 1.1923 5.6489 1.1498  1.200
O 1.0146 6.8967 0.4527  -0.627
O -0.0038 5.3049 1.9608  -0.771
O 2.4330 5.4600 1.8621  -0.691
C -0.8940 0.3643 1.0362  0.474
F 0.2957 0.0880 0.5732  -0.110
F -1.5113 1.2845 0.2904  -0.222
F -1.6357 -0.7325 1.0516  -0.234
S -0.7579 1.0488 2.7781  0.889
O 0.0192 0.1061 3.5692  -0.505
O -0.0903 2.3361 2.6257  -0.643
O -2.1151 1.1784 3.2854  -0.612
C -1.0088 -5.7018 1.5768  -0.687
O -0.0908 -4.8183 0.9825  -0.422
C -0.6422 -3.5741 0.6176  -0.242
C -1.6452 -3.6140 -0.5280  -0.337
O -1.2145 -4.0406 -1.8009  -0.316
C -0.5630 -5.2877 -1.8720  -0.761
H -1.6284 -6.1854 0.8179  0.247
H -1.7081 -5.2223 2.2781  0.300
H -0.4613 -6.4169 2.1879  0.274
H 0.1846 -2.8977 0.3985  0.047
H -1.1766 -3.1340 1.4687  0.347
H -2.2324 -2.6935 -0.5800  0.373
H -2.5024 -4.2618 -0.2650  0.330
H 0.3981 -5.2714 -1.3600  0.287
H -0.4157 -5.5101 -2.9281  0.261
H -1.1616 -6.1185 -1.4795  0.282
C -3.1893 2.4906 -3.5523  -0.538
O -2.6531 1.4105 -4.2635  -0.387
C -1.9255 0.4981 -3.4877  -0.511
C -2.8437 -0.3869 -2.6116  0.295
O -3.8697 -0.9711 -3.3623  -0.443
C -3.5561 -2.2669 -3.8093  -0.468
H -2.4359 2.9682 -2.9153  0.148
H -4.0178 2.2295 -2.8724  0.240
H -3.6634 3.1495 -4.2769  0.291
H -1.0403 0.8767 -2.9542  0.320
H -1.3930 -0.1708 -4.1738  0.302
H -3.2690 0.2402 -1.8274  0.149
H -2.1641 -1.1748 -2.2657  -0.090
H -3.3744 -2.9365 -2.9618  0.136
H -2.7348 -2.2732 -4.5323  0.275
H -4.3905 -2.7322 -4.3382  0.306
C 6.1011 1.7472 -3.5068  -0.610
O 5.8960 0.3384 -3.4160  -0.325
C 5.6456 -0.0743 -2.0920  -0.704
C 4.1907 0.1098 -1.6866  -0.050
O 3.4029 -0.7883 -2.4587  -0.391
C 2.0538 -0.7377 -2.0861  -0.654
H 5.2157 2.2944 -3.1600  0.201
H 6.2366 2.0803 -4.5322  0.258
H 6.9551 1.9731 -2.8616  0.295
H 6.3365 0.3538 -1.3561  0.407
H 5.8593 -1.1463 -2.1160  0.294
H 3.8454 1.1427 -1.7897  0.110
H 4.0570 -0.2080 -0.6427  0.287
H 1.8518 -0.8839 -1.0244  0.237
H 1.5453 -1.4636 -2.7232  0.344
H 1.5755 0.2013 -2.4060  0.302

Its energy above the lowest of the compared OMol25 structures with the same formula, charge and spin is 0.0 kcal per mole. The total energy comes out at -121378.73987 eV. The charge is +1. Its molar mass is 809.53 g mol⁻¹. As for the multiplicity: 1. The HOMO-LUMO gap is 0.226 hartree. The LUMO energy is -4.97 eV.


Formula: C15H30I2MgN3O3PS
Source: the Open Molecules 2025 dataset
Level of theory: ωB97M-V/def2-TZVPD

Last column: Mulliken charge in e.
Atoms and positions in Å:
Mg 0.0425 -1.3177 -0.3696  0.912
I 0.6783 1.3884 -0.1958  0.264
C -1.0224 2.6982 -0.5657  -0.964
I -2.4861 1.8090 -1.8375  0.174
H -0.6481 3.5981 -1.0403  0.461
H -1.4786 2.9397 0.3897  0.429
C -5.5837 -1.5533 -0.5501  -0.946
C -4.9121 -2.2014 0.6456  -0.298
O -3.5220 -2.5071 0.3959  -0.290
P -2.4286 -1.3660 0.3072  -0.085
O -1.7474 -1.6337 -1.1936  0.364
C -2.3486 -2.4269 -2.2381  -0.086
C -2.8571 -1.5494 -3.3638  -1.367
O -1.1180 -2.1921 0.9613  -0.492
C -1.0526 -2.5556 2.3451  -0.194
C 0.0711 -1.8104 3.0376  -1.166
H -6.6261 -1.3549 -0.3112  0.440
H -5.5526 -2.2029 -1.4211  0.274
H -5.0969 -0.6077 -0.7938  0.208
H -5.3713 -3.1628 0.8820  0.324
H -4.9861 -1.5530 1.5230  0.337
H -3.1574 -3.0285 -1.8156  0.396
H -1.5720 -3.1044 -2.6053  0.241
H -3.6752 -0.9202 -3.0203  0.215
H -3.2163 -2.1740 -4.1758  0.439
H -2.0572 -0.9134 -3.7418  0.345
H -0.8613 -3.6326 2.3846  0.222
H -2.0152 -2.3463 2.8241  0.484
H 1.0203 -2.0345 2.5454  0.205
H 0.1355 -2.1267 4.0750  0.469
H -0.1017 -0.7331 3.0175  0.269
N 1.3392 -2.5397 -1.4209  -0.528
C 1.5939 -3.7425 -0.6518  0.831
C 2.7665 -3.8770 0.0770  -0.207
C 3.0072 -5.0436 0.7840  -0.797
C 2.0903 -6.0804 0.7490  -0.549
C 0.9141 -5.9387 0.0290  -0.812
C 0.6631 -4.7709 -0.6724  -0.120
H 2.2307 -2.0588 -1.5512  0.371
H 1.0139 -2.8215 -2.3493  0.356
H 3.4921 -3.0780 0.0909  0.222
H 3.9209 -5.1397 1.3462  0.440
H 2.2961 -7.0045 1.2630  0.439
H 0.1965 -6.7424 -0.0002  0.450
H -0.2456 -4.6796 -1.2532  0.194
C 6.3644 0.5685 -0.7449  -1.085
N 4.9595 0.2877 -0.5354  -0.161
C 4.4365 -0.1079 0.6153  0.412
N 5.1843 -0.2855 1.6973  -0.377
S 2.7698 -0.4668 0.7229  -0.408
H 6.5258 0.7448 -1.8033  0.355
H 6.9691 -0.2902 -0.4431  0.352
H 6.6792 1.4558 -0.1925  0.368
H 4.3221 0.4773 -1.2945  0.270
H 6.1805 -0.1339 1.7028  0.206
H 4.7314 -0.5555 2.5565  0.193

The total energy comes out at -68415.05983 eV. The charge is +2. Its molar mass is 641.58 g mol⁻¹. As for the multiplicity: 1. The HOMO-LUMO gap is 0.318 hartree. The LUMO energy is -5.36 eV.